Record 1
118
Properties=species:S:1:pos:R:3:forces:R:3 method="wB97M-V/def2-TZVPD" de_lowest_ev=0.523 total_charge=0 spin_multiplicity=1 fmax_ev_per_a=4.9 homo_ev=-9.007 homo_lumo_gap_ev=9.383
C -6.614743 0.845096 -0.290352 -0.75 0.68 0.10
C -5.481753 -0.079842 -0.706946 0.16 -0.24 -0.11
C -5.637826 -1.595946 -0.395950 -1.38 3.05 -0.22
O -5.950775 -1.818195 0.922577 -1.25 0.67 0.32
C -5.436038 -2.998936 1.362431 1.38 -1.66 -0.05
N -5.262142 -0.107115 -2.128384 0.42 -0.11 -1.05
H -6.661854 1.000440 0.824744 0.05 -0.13 -1.12
H -7.581161 0.383648 -0.613867 0.52 0.54 0.22
H -6.484246 1.858184 -0.826119 -0.25 -1.53 0.93
H -4.580526 0.307763 -0.249356 0.46 -0.13 0.18
H -4.732540 -2.021893 -0.671993 1.78 -1.09 -0.54
H -6.420345 -1.913073 -1.073159 -0.40 -0.63 -0.19
H -5.738824 -3.142231 2.378864 -0.36 -0.34 0.54
H -4.342540 -2.893680 1.370299 0.22 -0.34 0.08
H -5.650032 -3.918437 0.731139 -0.23 0.98 0.56
H -6.095700 -0.292617 -2.671131 0.11 0.21 0.02
H -4.676156 0.599540 -2.554504 -0.34 0.05 0.32
C 1.674309 0.269034 5.589114 -1.46 0.93 0.56
C 0.795977 0.243311 4.341775 -2.49 -2.44 2.44
C -0.490109 1.078042 4.425101 -0.83 -0.99 -0.04
O -1.464690 0.480158 5.313284 0.58 -0.22 -1.05
C -2.461293 1.373940 5.779251 2.51 2.25 -1.23
N 1.414044 0.699903 3.190238 4.42 -0.23 -2.08
H 1.668029 1.297840 5.944010 0.82 0.38 -0.10
H 2.662098 -0.146046 5.445046 0.19 -0.04 -0.04
H 1.142423 -0.210641 6.405640 0.13 -0.59 0.06
H 0.433611 -0.878199 4.299015 0.60 1.91 -0.68
H -0.779293 1.215375 3.349010 -0.74 -0.72 0.67
H -0.319416 2.100226 4.682498 0.54 0.90 0.91
H -3.012371 1.822550 4.915294 0.17 -0.23 0.75
H -1.865997 2.177541 6.327079 -1.19 -0.43 -0.53
H -3.096904 0.904945 6.464479 -0.93 -0.95 0.80
H 2.422692 0.286917 3.215992 -2.17 0.68 -0.51
H 1.633707 1.704461 3.276999 -0.38 -0.38 0.30
C -1.094821 -4.627708 -2.442279 0.85 0.33 0.53
C -1.783820 -5.858735 -1.895795 -0.43 0.87 1.29
C -1.309196 -6.124443 -0.431295 -0.27 -0.68 -1.30
O 0.072357 -6.265212 -0.274766 0.07 -0.56 0.35
C 0.400452 -6.693564 1.056438 1.97 0.27 -1.19
N -3.262650 -5.608597 -1.848737 -0.32 -1.88 0.56
H -1.228379 -3.828541 -1.677894 -0.02 -0.14 -0.69
H -1.530576 -4.348250 -3.402778 0.10 0.16 0.14
H 0.013960 -4.768202 -2.536084 -0.98 -0.02 -0.01
H -1.623412 -6.700312 -2.563080 0.04 -0.26 0.15
H -1.801198 -7.043960 -0.106395 -0.22 -0.07 0.27
H -1.633634 -5.292695 0.171883 -0.50 0.51 0.41
H -0.066847 -7.624440 1.364967 -0.75 0.01 -0.07
H 0.181894 -5.854483 1.776428 0.61 -0.94 -0.43
H 1.488900 -7.028387 0.893180 -1.29 1.11 1.03
H -3.711606 -6.506682 -1.525244 0.54 1.02 -0.77
H -3.547078 -4.996780 -1.081566 0.58 0.35 -0.23
C -0.391197 -2.310103 1.045650 -0.82 0.32 -1.03
C -0.339798 -1.183520 -0.051474 0.47 -2.05 0.34
C -1.627388 -0.404522 -0.048717 0.03 -0.29 -0.22
O -1.610049 0.732843 -0.863681 -0.72 0.63 -0.08
C -1.273659 0.424388 -2.210788 -0.48 -0.59 0.34
N 0.820218 -0.366285 0.001760 -0.48 1.16 -0.80
H 0.544126 -2.842789 1.148804 0.36 0.13 0.03
H -1.146256 -3.070665 0.807458 0.02 0.12 -0.18
H -0.719157 -1.887392 1.975553 0.17 0.29 0.79
H -0.280657 -1.714251 -0.990763 -0.10 -0.21 -0.50
H -1.942125 -0.095252 0.927930 0.14 0.43 0.82
H -2.380501 -1.126040 -0.351402 -0.59 -0.11 -0.43
H -1.710685 -0.582510 -2.435247 0.41 0.74 -0.28
H -0.182751 0.386214 -2.196700 -0.01 -0.09 -0.84
H -1.705361 1.180750 -2.899879 0.45 -0.38 0.55
H 1.686629 -0.778730 -0.266689 0.56 -0.82 -0.18
H 0.890582 -0.002275 0.905930 0.53 0.75 1.76
C 5.192109 -2.406960 1.373093 -0.82 -0.30 0.06
C 3.960887 -1.577490 0.969483 1.13 1.79 0.83
C 4.241164 -0.053735 1.361297 -1.72 -0.22 -0.62
O 4.320726 0.157261 2.767303 -0.51 -1.09 -0.99
C 4.449410 1.517170 2.952664 -0.29 2.13 0.36
N 3.580400 -1.612931 -0.463541 -0.62 -1.17 1.30
H 4.918783 -3.450338 1.292796 -0.03 -0.50 0.09
H 5.441423 -2.217948 2.428322 0.12 0.05 -0.44
H 6.038862 -2.287765 0.706061 0.20 0.47 0.03
H 3.109121 -1.898946 1.627209 0.47 0.30 -0.79
H 3.326931 0.534109 0.994550 1.09 -0.54 0.19
H 5.154173 0.449617 0.993788 -0.23 -0.78 -0.79
H 5.371557 1.934069 2.440083 -0.70 -0.40 1.08
H 4.307645 1.650195 4.021874 1.07 0.39 0.27
H 3.594363 2.168014 2.593209 0.52 -0.95 -0.42
H 3.641158 -2.574075 -0.801871 -0.15 0.23 0.12
H 4.194764 -1.090426 -1.036203 0.91 0.77 -0.47
C 0.490131 2.758262 0.859454 -0.41 0.74 -0.45
C -0.886462 3.397049 1.151079 0.36 -2.53 -0.34
O -0.621358 4.248863 2.235634 0.67 0.58 0.74
S 0.954115 4.604818 2.292104 -0.12 0.60 1.67
O 1.561765 3.937867 3.402901 -0.36 -0.54 -0.26
O 1.130033 5.996928 2.228384 -0.06 0.92 -0.45
O 1.361389 3.941035 0.953863 0.11 -0.80 -0.09
H 0.609206 2.423141 -0.137299 -0.15 -0.45 -0.93
H 0.787154 1.946437 1.547760 -0.21 0.73 -0.14
H -1.507775 2.528640 1.447230 -0.21 0.87 0.03
H -1.330987 3.947861 0.325243 0.14 -0.05 -0.07
C 3.088887 3.027781 -1.501591 -0.02 0.07 0.34
C 2.577495 1.923391 -2.426319 0.67 0.59 1.39
O 3.816346 1.230515 -2.645420 -0.16 -1.44 -0.41
S 5.054156 2.178357 -2.740548 2.75 -0.09 1.74
O 5.407084 2.547740 -4.049524 -0.69 0.40 -1.42
O 6.153782 1.664870 -1.960227 -1.46 -0.14 -0.15
O 4.411306 3.396901 -1.971292 -0.94 0.34 -0.36
H 3.264651 2.590976 -0.516393 -0.31 0.11 0.10
H 2.434290 3.894770 -1.424216 0.32 0.09 -0.14
H 2.184563 2.245293 -3.371480 -0.40 0.20 -0.36
H 1.904453 1.308497 -1.808163 0.17 -0.21 -0.70
C 2.088685 5.195703 -7.226931 -0.20 1.33 1.48
C 1.229494 6.517479 -6.933609 -1.07 -1.34 -0.09
O -0.103382 6.054196 -6.415913 0.81 0.63 -1.53
S -0.158564 4.494036 -6.296181 2.45 0.45 1.87
O -1.345873 3.915213 -6.750572 -0.83 -0.24 -1.08
O 0.255429 4.264402 -4.950490 0.13 -0.80 0.21
O 1.091402 4.141437 -7.272165 -0.09 0.62 -0.12
H 2.844397 5.065938 -6.398475 -1.00 -0.32 -0.75
H 2.649684 5.280654 -8.174502 -0.70 -0.32 0.33
H 0.983512 7.038757 -7.839324 0.01 0.18 -0.47
H 1.571601 7.231470 -6.200011 0.55 -0.23 0.23

***

Record 2
17
Properties=species:S:1:pos:R:3:forces:R:3 method="wB97M-V/def2-TZVPD" de_lowest_ev=0.297 total_charge=+1 spin_multiplicity=1 fmax_ev_per_a=0.8 homo_ev=-12.349 homo_lumo_gap_ev=8.696
C 3.144220 -1.120043 -0.967850 0.04 0.13 0.41
C 2.329300 -1.571844 0.227664 -0.81 -0.05 0.18
S 1.131759 -0.323710 0.844568 0.17 0.15 -0.08
H 2.566718 -1.209512 -1.882603 -0.02 0.12 -0.08
H 3.453905 -0.084940 -0.829115 0.09 0.00 -0.16
H 4.040974 -1.725704 -1.055202 0.08 -0.13 -0.08
H 2.876730 -1.897824 1.102471 0.43 0.09 -0.04
H 1.666904 -2.396275 -0.022936 0.04 -0.19 -0.12
H 2.010587 0.639627 1.156564 -0.01 -0.04 0.02
N -2.098840 0.729380 0.909823 -0.23 -0.13 -0.46
C -2.648803 1.530255 0.039299 -0.22 -0.09 0.37
N -3.911430 1.492344 -0.323254 -0.06 0.22 -0.62
H -2.614554 -0.071575 1.248389 0.12 0.02 0.23
H -1.101998 0.761459 1.098912 -0.01 -0.12 -0.14
H -2.048243 2.314848 -0.396329 0.12 0.16 0.15
H -4.252857 2.221294 -0.934056 0.10 -0.09 -0.04
H -4.544375 0.712212 -0.216344 0.17 -0.05 0.45

***

Record 3
113
Properties=species:S:1:pos:R:3:forces:R:3 method="wB97M-V/def2-TZVPD" total_charge=+1 spin_multiplicity=1 fmax_ev_per_a=0.6 homo_ev=-12.170 homo_lumo_gap_ev=9.419
C 0.987526 -4.972097 -2.122420 0.22 0.26 -0.23
B 1.235781 -4.444240 -3.570551 -0.49 -0.39 0.02
O 1.907125 -5.114543 -4.552116 0.30 0.55 0.13
C 0.772561 -2.964165 -4.013525 -0.10 -0.02 0.20
N 1.970065 -2.232363 -4.588428 -0.44 -0.07 -0.10
C 1.698771 -0.900957 -5.291150 0.14 0.21 0.07
C 2.668114 0.152774 -4.747823 -0.04 -0.04 -0.20
C 0.212834 -0.523141 -5.165850 -0.01 0.10 -0.34
O -0.008010 -0.185840 -3.812423 0.15 -0.12 0.08
C -0.064819 0.656826 -6.124157 -0.16 0.08 0.04
C -1.176670 1.588242 -5.631580 -0.05 0.11 -0.31
C -0.702561 2.669019 -4.645924 -0.38 -0.10 0.18
F 0.675453 2.630365 -4.484680 0.25 0.07 -0.01
N -0.680682 -1.610442 -5.540119 0.40 -0.09 0.17
C -0.354766 -2.957576 -5.035502 -0.02 -0.15 -0.32
P -1.887696 -3.631787 -4.223065 -0.30 0.13 0.15
N -1.431730 -5.263029 -4.105514 -0.03 0.11 0.06
O -2.938009 -3.577058 -5.481153 0.15 0.16 0.15
H 0.019395 -4.606974 -1.769195 0.09 -0.11 0.14
H 1.743983 -4.562056 -1.438280 -0.08 -0.11 0.03
H 1.015387 -6.061734 -2.065535 -0.02 0.07 0.13
H 2.349340 -5.903695 -4.229236 -0.06 -0.31 -0.10
H 0.469171 -2.405774 -3.126087 0.07 0.11 -0.15
H 2.622822 -2.067171 -3.823050 0.08 0.03 -0.09
H 2.415426 -2.877127 -5.245040 0.14 0.00 0.10
H 1.890045 -1.065208 -6.354934 0.01 -0.17 0.12
H 2.950769 0.843976 -5.541888 -0.07 0.02 0.10
H 2.210037 0.723020 -3.941133 0.10 -0.09 0.03
H 3.598732 -0.312630 -4.408732 -0.05 0.06 0.01
H -0.939935 -0.348477 -3.624205 -0.09 0.05 -0.04
H -0.356234 0.258270 -7.100920 0.07 -0.03 0.08
H 0.840795 1.240124 -6.289931 -0.04 -0.05 0.06
H -1.996105 1.004668 -5.202009 0.08 0.04 0.02
H -1.600347 2.077987 -6.512019 0.04 -0.02 0.07
H -0.959276 3.669271 -4.994331 0.05 -0.03 -0.05
H -1.143825 2.532457 -3.658406 0.06 -0.04 0.00
H -0.777777 -1.638947 -6.544745 -0.17 0.08 0.03
H -0.075337 -3.613350 -5.878943 0.03 0.01 0.11
H -1.855397 -5.703983 -3.298594 0.05 -0.15 -0.08
H -1.552396 -5.843846 -4.927789 0.15 -0.04 0.02
H -2.565444 -3.809392 -6.337902 -0.09 -0.11 -0.18
C -0.405244 -3.256077 3.948524 -0.40 0.18 0.25
C 1.028997 -2.771464 3.701799 0.05 -0.19 -0.05
C 1.330731 -2.055676 2.379287 0.00 0.09 0.06
F 1.115308 -2.858886 1.314708 0.02 -0.04 -0.03
F 2.637077 -1.701232 2.371132 0.02 0.01 -0.01
F 1.909274 -3.771381 3.893617 0.00 0.03 -0.01
F 1.264474 -1.815945 4.650292 -0.03 0.02 0.04
O -0.683147 -4.619055 3.690608 0.49 -0.09 -0.12
C -1.037946 -5.070983 2.456529 -0.20 0.01 0.11
C -0.026854 -6.089863 1.908017 0.02 0.03 0.02
F 1.210705 -5.559710 1.860749 0.00 0.05 -0.01
F -0.388986 -6.408132 0.642014 -0.04 -0.10 -0.07
F -1.241040 -4.068359 1.580735 0.02 0.02 -0.06
F -2.206716 -5.739045 2.578423 -0.06 0.04 -0.03
H -0.544827 -3.156015 5.023793 0.00 -0.01 -0.01
H -1.127570 -2.597091 3.465183 0.08 0.00 -0.10
H 0.720474 -1.154430 2.285292 -0.02 -0.01 -0.02
H -0.018835 -6.985647 2.529963 -0.01 -0.01 -0.02
C 4.069769 3.016581 4.658763 0.33 0.23 -0.28
C 2.844956 3.367379 5.512415 -0.06 -0.17 -0.04
C 3.032180 3.498649 7.028408 -0.01 0.11 -0.03
F 3.449488 2.336776 7.562425 0.03 -0.04 0.01
F 1.840815 3.818254 7.577141 -0.01 0.00 0.03
F 1.826352 2.531487 5.238911 0.00 0.01 0.01
F 2.466954 4.624568 5.104092 0.06 -0.06 0.06
O 4.223881 1.664235 4.278961 -0.45 -0.15 0.20
C 4.894872 0.754617 5.049221 0.13 0.08 -0.14
C 3.978138 -0.383811 5.519780 -0.01 -0.09 -0.06
F 2.929650 0.104450 6.209766 0.02 0.01 0.01
F 4.683595 -1.201260 6.330603 0.00 -0.01 0.01
F 5.535483 1.332221 6.076579 -0.01 0.03 0.08
F 5.831386 0.178127 4.259055 0.07 0.01 0.03
H 3.899758 3.536909 3.716948 0.02 0.00 0.01
H 4.981966 3.425444 5.094757 -0.06 -0.05 0.13
H 3.753027 4.287697 7.257508 0.01 -0.01 0.01
H 3.615881 -0.945720 4.658582 0.01 0.00 -0.01
C 1.260181 10.198408 5.130828 -0.42 0.17 0.18
C 2.720968 10.643780 4.986439 0.06 -0.17 0.00
C 3.169187 11.207644 3.633085 0.00 0.09 0.06
F 3.029005 10.291319 2.654833 -0.02 -0.04 -0.03
F 4.474815 11.539774 3.716840 0.02 0.00 -0.02
F 3.552380 9.656567 5.373241 0.00 0.01 -0.01
F 2.871984 11.685618 5.858312 -0.01 0.03 0.01
O 0.983296 8.817706 4.990402 0.51 -0.13 -0.06
C 0.711592 8.236703 3.786791 -0.18 0.07 0.11
C 1.752259 7.170753 3.416711 0.05 -0.06 -0.03
F 2.992012 7.698554 3.381187 -0.02 0.03 -0.02
F 1.462917 6.690093 2.182738 -0.02 -0.01 0.00
F 0.556216 9.139175 2.803770 0.05 0.04 -0.06
F -0.463788 7.574751 3.913888 -0.06 0.02 -0.06
H 1.016594 10.410272 6.170773 -0.01 -0.01 -0.01
H 0.601738 10.808914 4.511905 0.11 -0.02 -0.10
H 2.591098 12.100329 3.381512 -0.01 -0.01 -0.01
H 1.729992 6.355534 4.136402 -0.08 0.07 0.01
C -5.549467 -4.204925 -2.916240 0.60 0.00 -0.11
C -6.918483 -4.068216 -3.594729 -0.11 -0.12 0.17
C -7.566647 -2.679070 -3.629604 0.04 -0.01 -0.13
F -7.791916 -2.218347 -2.385215 0.01 0.00 0.09
F -8.748752 -2.773841 -4.270644 -0.03 0.01 0.00
F -7.780132 -4.969853 -3.091829 0.00 0.01 0.01
F -6.701478 -4.381042 -4.909141 0.03 0.02 -0.03
O -5.506255 -4.681109 -1.584008 -0.57 -0.06 0.03
C -5.599289 -3.852077 -0.500806 0.26 -0.05 -0.07
C -6.835490 -4.150444 0.362567 0.04 -0.05 0.02
F -7.957680 -4.048551 -0.369382 -0.02 0.04 -0.05
F -6.884754 -3.242364 1.360525 0.00 0.00 0.02
F -5.538658 -2.555259 -0.847158 -0.06 0.07 -0.03
F -4.523144 -4.104828 0.285083 0.06 0.06 0.02
H -5.046709 -4.987278 -3.484118 -0.03 0.01 -0.03
H -4.957504 -3.295749 -3.034938 -0.16 0.09 0.01
H -6.926559 -1.974854 -4.168080 0.01 0.01 0.01
H -6.760675 -5.155095 0.782361 0.00 -0.01 0.00

***

Record 4
47
Properties=species:S:1:pos:R:3:forces:R:3 method="wB97M-V/def2-TZVPD" de_lowest_ev=0.399 total_charge=-1 spin_multiplicity=1 fmax_ev_per_a=4.9 homo_ev=-3.595 homo_lumo_gap_ev=3.430
O 1.454821 -3.759317 -0.090087 0.26 0.55 0.86
C 1.674398 -2.857808 0.602368 -0.45 -0.07 -1.37
Co 2.035133 -1.448821 1.547320 0.20 0.56 0.41
C 0.854791 -1.639649 2.841094 -1.65 -0.24 0.44
O 0.057651 -1.869527 3.646045 0.78 0.07 -0.39
C 3.585653 -1.872647 2.229640 1.69 -0.92 0.26
O 4.595267 -2.256119 2.647351 -0.72 0.23 -0.13
C 2.195305 -0.097422 0.030705 -1.45 -2.11 -1.03
C 2.951505 -0.505977 -1.165285 0.06 0.58 -0.43
C 4.265480 -1.005737 -1.057456 -0.20 0.01 -0.34
C 4.930455 -1.492171 -2.183770 -0.29 0.16 0.21
C 4.308951 -1.465305 -3.436401 -0.18 0.13 -0.01
C 3.038472 -0.890790 -3.567747 0.14 -0.04 0.26
C 2.367388 -0.396814 -2.446452 0.34 -0.33 0.25
C 1.145822 0.820436 0.177615 -1.61 -1.08 -2.93
C -0.037328 1.320334 -0.195585 1.10 -0.05 -0.04
Co 2.390025 1.023239 1.425634 2.21 2.10 3.82
C 4.066065 0.763364 1.998532 2.01 0.78 0.33
O 5.166755 0.782889 2.350137 -1.48 -0.32 -0.43
C 1.405460 0.966578 2.922779 -0.80 0.91 1.44
O 0.812312 1.208523 3.885944 0.66 -0.62 -1.22
C 2.475591 2.772678 1.225506 0.40 1.20 -0.12
O 2.545316 3.921660 1.119499 -0.25 -1.47 0.04
H 4.748699 -1.018840 -0.075540 -0.21 -0.08 -0.38
H 5.933870 -1.901172 -2.071086 -0.19 0.06 -0.09
H 4.811981 -1.888585 -4.307040 -0.10 0.15 0.20
H 2.556694 -0.833261 -4.544210 0.15 -0.05 0.17
H 1.373116 0.049992 -2.533309 0.32 -0.18 0.05
H -0.268522 2.338734 0.122723 -0.32 -0.51 0.17
H -0.765412 0.739361 -0.770787 0.47 0.39 -0.07
C -3.920034 0.929668 2.048861 -0.31 0.23 -0.74
Na -6.583133 1.938063 -2.105195 0.65 -0.64 0.56
C -2.831796 1.750634 1.642019 -0.98 -0.60 -1.08
C -2.815778 1.804367 0.219190 -0.91 0.20 0.06
C -3.881343 0.991350 -0.276240 0.88 1.11 0.49
C -4.611149 0.487008 0.871073 0.69 0.17 1.14
C -5.744969 -0.298304 0.657077 -0.16 0.11 0.10
C -6.068237 -0.695883 -0.636123 -0.81 -0.47 0.46
C -5.252695 -0.353648 -1.727590 -0.06 0.62 -1.01
C -4.209191 0.563723 -1.568250 0.12 -0.15 -0.12
H -4.217690 0.674036 3.061098 0.16 0.10 -0.13
H -2.119111 2.237326 2.302960 -0.13 -0.14 -0.15
H -2.175393 2.390965 -0.437780 -0.20 -0.30 0.45
H -6.354408 -0.581614 1.520155 0.09 -0.13 -0.35
H -6.927280 -1.351109 -0.805882 0.28 0.08 0.10
H -5.408752 -0.837463 -2.696310 -0.02 0.16 0.21
H -3.554757 0.843055 -2.397201 -0.17 -0.17 0.06